Version i
{
  "formula": "C6H10NO2",
  "method": "wB97M-V/def2-TZVPD",
  "smiles": "CC(C)=[N+](C)OC=C=O",
  "lumo_energy_ev": -4.8,
  "charge": 1,
  "species": ["C", "C", "C", "N", "C", "O", "C", "C", "O", "H", "H", "H", "H", "H", "H", "H", "H", "H", "H"],
  "positions_angstrom": [[1.64, -0.37, 0.71], [0.21, -0.40, 0.62], [-0.62, -0.18, 1.87], [-0.45, -0.49, -0.57], [-1.87, -0.65, -0.76], [0.31, -0.43, -1.73], [0.81, 0.84, -2.04], [1.09, 1.67, -1.08], [1.10, 2.47, -0.23], [2.15, 0.50, 1.00], [1.74, -1.07, 1.50], [2.05, -0.69, -0.20], [0.09, -0.24, 2.82], [-0.95, 0.83, 1.75], [-1.57, -0.70, 2.07], [-2.30, -1.65, -0.40], [-2.16, -0.73, -1.92], [-2.40, 0.28, -0.35], [1.14, 1.02, -3.05]],
  "mulliken_charge": [-1.746, 1.000, -1.246, 0.420, -0.960, -0.291, -0.607, 0.827, -0.340, 0.403, 0.534, 0.464, 0.325, 0.404, 0.383, 0.341, 0.312, 0.363, 0.414]
}

***

Version ii
{
  "formula": "C6H10NO2",
  "method": "wB97M-V/def2-TZVPD",
  "lumo_energy_ev": -4.7,
  "charge": 1,
  "species": ["C", "C", "C", "C", "C", "C", "N", "O", "O", "H", "H", "H", "H", "H", "H", "H", "H", "H", "H"],
  "positions_angstrom": [[-1.84, 0.66, -0.10], [-0.83, 0.59, 0.76], [-1.49, 0.75, -1.50], [0.47, 0.30, -1.32], [-0.93, 0.37, 2.24], [0.82, -1.08, -1.68], [0.44, 0.41, 0.19], [-1.95, 0.90, -2.59], [1.21, 1.40, -1.76], [-2.90, 0.83, 0.32], [-1.63, 1.04, 2.65], [0.01, 0.45, 2.70], [-1.21, -0.62, 2.44], [1.08, -1.31, -2.67], [-0.10, -1.64, -1.51], [1.71, -1.46, -1.09], [0.85, 1.41, 0.27], [0.87, -0.30, 0.80], [0.66, 1.95, -2.37]],
  "mulliken_charge": [-0.505, 0.550, 0.399, 0.499, -1.602, -1.357, -0.028, -0.407, -0.547, 0.384, 0.450, 0.438, 0.403, 0.388, 0.356, 0.359, 0.405, 0.422, 0.393]
}

***

The structure with the greatest stability is version ii.

***

Version i
{
  "formula": "C21H25N3O5",
  "method": "wB97M-V/def2-TZVPD",
  "smiles": "Cc1cc(C(=O)NC[C@@H]2[C@@H](C)CCCN2C(=O)c2ccc(=O)oc2)ncc1CO",
  "lumo_energy_ev": -0.1,
  "species": ["C", "C", "C", "C", "C", "O", "N", "C", "C", "C", "C", "C", "C", "C", "N", "C", "O", "C", "C", "C", "C", "O", "O", "C", "N", "C", "C", "C", "O", "H", "H", "H", "H", "H", "H", "H", "H", "H", "H", "H", "H", "H", "H", "H", "H", "H", "H", "H", "H", "H", "H", "H", "H", "H"],
  "positions_angstrom": [[-4.04, -0.67, 1.33], [-2.79, -1.01, 2.09], [-1.54, -0.65, 1.60], [-0.40, -0.98, 2.32], [0.96, -0.69, 1.74], [1.71, -1.57, 1.36], [1.24, 0.63, 1.61], [2.45, 1.12, 0.99], [2.68, 0.61, -0.44], [3.69, 1.46, -1.22], [4.98, 1.68, -0.45], [3.98, 0.76, -2.55], [2.71, 0.41, -3.33], [1.72, -0.35, -2.45], [1.46, 0.42, -1.23], [0.45, 1.34, -1.19], [0.52, 2.40, -0.58], [-0.83, 0.95, -1.86], [-1.35, -0.39, -1.93], [-2.56, -0.63, -2.47], [-3.37, 0.45, -3.00], [-4.45, 0.36, -3.51], [-2.81, 1.73, -2.89], [-1.62, 1.94, -2.33], [-0.44, -1.64, 3.48], [-1.64, -1.97, 3.95], [-2.83, -1.69, 3.30], [-4.16, -2.11, 3.88], [-3.95, -2.75, 5.13], [-4.69, -0.02, 1.91], [-3.80, -0.16, 0.40], [-4.61, -1.57, 1.08], [-1.46, -0.10, 0.67], [0.53, 1.30, 1.86], [2.39, 2.20, 1.00], [3.31, 0.81, 1.58], [3.09, -0.40, -0.35], [3.21, 2.43, -1.42], [5.42, 0.72, -0.14], [5.72, 2.19, -1.08], [4.83, 2.28, 0.44], [4.63, 1.39, -3.17], [4.54, -0.16, -2.34], [2.23, 1.32, -3.68], [2.95, -0.19, -4.21], [0.80, -0.53, -3.00], [2.13, -1.32, -2.15], [-0.76, -1.20, -1.52], [-2.99, -1.62, -2.52], [-1.34, 2.98, -2.29], [-1.65, -2.49, 4.90], [-4.79, -1.22, 4.00], [-4.66, -2.78, 3.18], [-4.81, -3.03, 5.48]],
  "mulliken_charge": [-1.468, 0.608, 0.294, -0.451, 0.713, -0.668, -0.024, -1.958, -0.173, 0.623, -1.824, -0.978, -0.801, -0.752, 0.666, 0.416, -0.672, -0.262, 0.244, -0.839, 0.193, -0.591, -0.327, -0.201, -0.663, -0.727, 0.587, -0.657, -0.517, 0.376, 0.190, 0.380, 0.327, 0.348, 0.469, 0.562, 0.651, 0.246, 0.375, 0.457, 0.386, 0.399, 0.333, 0.272, 0.437, 0.691, 0.318, 0.625, 0.436, 0.514, 0.463, 0.325, 0.330, 0.299]
}

***

Version ii
{
  "formula": "C21H25N3O5",
  "method": "wB97M-V/def2-TZVPD",
  "smiles": "CCOc1ccc(NC(=O)CCC(=O)NNC(=O)COc2ccc(C)cc2)cc1",
  "lumo_energy_ev": 0.6,
  "species": ["C", "C", "O", "C", "C", "C", "C", "N", "C", "O", "C", "C", "C", "O", "N", "N", "C", "O", "C", "O", "C", "C", "C", "C", "C", "C", "C", "C", "C", "H", "H", "H", "H", "H", "H", "H", "H", "H", "H", "H", "H", "H", "H", "H", "H", "H", "H", "H", "H", "H", "H", "H", "H", "H"],
  "positions_angstrom": [[5.26, -7.02, -2.31], [4.24, -6.11, -2.97], [3.60, -5.37, -1.94], [2.64, -4.48, -2.28], [2.21, -4.20, -3.57], [1.21, -3.26, -3.78], [0.63, -2.59, -2.72], [-0.37, -1.64, -3.02], [-1.21, -1.01, -2.17], [-1.24, -1.19, -0.97], [-2.14, -0.03, -2.88], [-3.04, 0.73, -1.90], [-2.29, 1.85, -1.21], [-2.39, 3.03, -1.51], [-1.51, 1.43, -0.19], [-0.70, 2.35, 0.47], [0.40, 1.98, 1.15], [0.76, 0.83, 1.28], [1.15, 3.16, 1.76], [0.36, 4.31, 1.95], [-0.59, 4.28, 2.94], [-0.92, 3.17, 3.70], [-1.91, 3.26, 4.67], [-2.58, 4.45, 4.90], [-3.65, 4.55, 5.95], [-2.25, 5.56, 4.13], [-1.27, 5.48, 3.16], [1.06, -2.86, -1.43], [2.05, -3.79, -1.21], [5.99, -6.43, -1.76], [5.78, -7.60, -3.07], [4.76, -7.69, -1.62], [4.74, -5.42, -3.67], [3.51, -6.70, -3.53], [2.64, -4.70, -4.42], [0.89, -3.06, -4.80], [-0.48, -1.45, -4.00], [-2.76, -0.60, -3.57], [-1.55, 0.68, -3.46], [-3.87, 1.19, -2.45], [-3.43, 0.04, -1.16], [-1.29, 0.45, -0.04], [-0.94, 3.31, 0.28], [1.94, 3.46, 1.06], [1.63, 2.83, 2.69], [-0.43, 2.22, 3.54], [-2.15, 2.38, 5.25], [-3.38, 5.30, 6.69], [-3.78, 3.60, 6.46], [-4.59, 4.84, 5.50], [-2.76, 6.49, 4.29], [-1.00, 6.34, 2.57], [0.62, -2.33, -0.59], [2.39, -4.00, -0.21]],
  "mulliken_charge": [-1.423, -0.270, -0.368, 0.571, -0.321, -0.988, 0.520, -0.068, 0.782, -0.789, -0.844, -0.853, 0.474, -0.682, -0.287, -0.128, 0.532, -0.665, -0.504, -0.548, 0.789, -0.174, -0.964, 0.719, -1.395, -0.441, -0.695, -0.285, -0.778, 0.327, 0.415, 0.326, 0.356, 0.359, 0.377, 0.290, 0.209, 0.464, 0.403, 0.381, 0.343, 0.377, 0.384, 0.329, 0.370, 0.403, 0.279, 0.331, 0.341, 0.323, 0.380, 0.409, 0.500, 0.409]
}

***

Version iii
{
  "formula": "C21H25N3O5",
  "method": "wB97M-V/def2-TZVPD",
  "smiles": "Cc1cc(C(=O)NC[C@@H]2[C@@H](C)CCCN2C(=O)c2ccc(=O)oc2)ncc1CO",
  "lumo_energy_ev": 0.1,
  "species": ["C", "C", "C", "C", "C", "O", "N", "C", "C", "C", "C", "C", "C", "C", "N", "C", "O", "C", "C", "C", "C", "O", "O", "C", "N", "C", "C", "C", "O", "H", "H", "H", "H", "H", "H", "H", "H", "H", "H", "H", "H", "H", "H", "H", "H", "H", "H", "H", "H", "H", "H", "H", "H", "H"],
  "positions_angstrom": [[1.11, -3.01, -3.36], [0.92, -2.89, -1.88], [-0.27, -2.43, -1.34], [-0.39, -2.27, 0.03], [-1.59, -1.60, 0.67], [-1.89, -1.76, 1.83], [-2.27, -0.75, -0.15], [-3.04, 0.34, 0.43], [-2.18, 1.25, 1.33], [-2.76, 2.65, 1.56], [-4.21, 2.59, 2.03], [-1.89, 3.36, 2.61], [-0.40, 3.34, 2.25], [0.08, 1.92, 1.93], [-0.78, 1.35, 0.89], [-0.47, 1.48, -0.43], [-1.31, 1.66, -1.30], [0.96, 1.23, -0.81], [1.81, 0.28, -0.14], [3.00, -0.05, -0.66], [3.47, 0.54, -1.90], [4.51, 0.32, -2.46], [2.61, 1.48, -2.48], [1.41, 1.76, -1.96], [0.57, -2.63, 0.88], [1.70, -3.09, 0.37], [1.95, -3.21, -0.99], [3.29, -3.63, -1.51], [4.21, -3.72, -0.43], [1.44, -4.01, -3.65], [0.18, -2.80, -3.89], [1.87, -2.31, -3.72], [-1.09, -2.18, -2.01], [-1.83, -0.50, -1.02], [-3.47, 0.91, -0.38], [-3.84, -0.07, 1.05], [-2.11, 0.75, 2.31], [-2.71, 3.19, 0.61], [-4.30, 1.96, 2.93], [-4.57, 3.58, 2.29], [-4.87, 2.18, 1.27], [-2.23, 4.39, 2.73], [-2.04, 2.85, 3.57], [-0.23, 3.97, 1.37], [0.19, 3.75, 3.07], [1.11, 1.95, 1.59], [0.03, 1.28, 2.81], [1.45, -0.19, 0.77], [3.65, -0.79, -0.21], [0.84, 2.44, -2.57], [2.48, -3.36, 1.08], [3.20, -4.60, -2.02], [3.64, -2.90, -2.25], [5.07, -3.99, -0.77]],
  "mulliken_charge": [-1.699, 1.346, -0.563, 0.113, 0.387, -0.637, -0.160, -1.881, -0.143, 0.585, -1.815, -0.972, -0.851, -0.729, 0.764, 0.002, -0.637, -0.217, 0.217, -1.003, 0.044, -0.615, -0.324, -0.050, -0.646, -0.599, 0.601, -0.953, -0.516, 0.370, 0.394, 0.343, 0.509, 0.409, 0.484, 0.484, 0.641, 0.238, 0.375, 0.460, 0.392, 0.387, 0.333, 0.274, 0.449, 0.669, 0.311, 0.906, 0.401, 0.501, 0.479, 0.477, 0.359, 0.305]
}

***

The structure with the greatest stability is version iii.